# 1
This record from the OMol25 dataset describes an isolated ion of composition C22H48B2FN4O5 and charge +1. The level of theory is ωB97M-V/def2-TZVPD.

Results
HOMO-LUMO gap: 9.0 eV
LUMO level: -2.558 eV
total charge: +1
SMILES string: CCCN[C@@]1(CCC(N)=O)[C@@H](B(O)OCC)[NH2+][C@](B(O)CC)([C@H](F)CC)[C@@H](CC)N1CCCO

Each line ends with the Löwdin charge.
Cartesian coordinates (Å):
C 0.48929 0.24888 4.69624  -0.089
C -0.17600 -0.45109 3.50977  -0.227
C -1.06202 0.49554 2.68872  -0.181
N -1.33060 0.05722 1.31669  0.048
C -1.13542 0.98206 0.19112  -0.385
C -1.74551 2.35648 0.43701  -0.094
C -3.24701 2.32869 0.80600  -0.093
C -3.53008 3.22555 1.99475  -0.490
N -4.31906 2.73563 3.07951  0.110
O -3.09975 4.34996 1.99689  0.125
C 0.40614 1.10016 -0.02432  -0.028
B 1.27533 1.96756 0.99334  -0.620
O 1.29547 3.33188 0.95078  0.223
O 1.98246 1.28999 1.95423  0.045
C 3.42472 1.40907 1.92179  -0.193
C 4.03025 0.05857 2.22786  -0.050
N 0.89797 -0.30998 -0.06929  0.158
C 0.37098 -1.15905 -1.20038  -0.147
B 0.80496 -2.68680 -0.82780  -0.428
O 1.33161 -3.50951 -1.79203  0.166
C 0.66467 -3.26210 0.62988  -0.142
C 1.98458 -3.85644 1.15302  -0.080
C 1.06827 -0.65467 -2.47963  -0.262
F 0.56697 -1.41765 -3.52716  0.025
C 2.60652 -0.68490 -2.45722  -0.162
C 3.23583 -1.47930 -3.60223  -0.067
C -1.17319 -0.98764 -1.34584  -0.208
C -2.01738 -2.14543 -0.75936  -0.187
C -2.16315 -3.32539 -1.71738  -0.057
N -1.68804 0.32615 -0.98531  -0.031
C -2.45587 0.98503 -2.02700  -0.144
C -1.70450 1.39517 -3.30398  -0.132
C -0.79183 2.60786 -3.18090  -0.246
O 0.35597 2.39068 -4.00268  -0.060
H 0.77958 1.26853 4.44733  0.071
H 1.38805 -0.27615 5.01619  0.074
H -0.17452 0.29820 5.55919  0.079
H 0.60416 -0.87851 2.87705  0.076
H -0.78591 -1.26858 3.89655  0.113
H -2.01584 0.55906 3.22265  0.119
H -0.62900 1.49482 2.73641  0.114
H -2.20746 -0.42850 1.22404  0.118
H -1.62883 3.00400 -0.43028  0.117
H -1.21704 2.86394 1.23866  0.106
H -3.82247 2.77034 -0.01044  0.122
H -3.63638 1.32188 0.94292  0.114
H -3.93488 1.86966 3.43830  0.066
H -5.26569 2.54912 2.76640  0.094
H 0.51578 1.52864 -1.01987  0.137
H 1.36315 3.73420 0.08080  0.123
H 3.74532 2.16239 2.63762  0.133
H 3.73486 1.71586 0.91820  0.125
H 3.57339 -0.37698 3.11484  0.082
H 5.10428 0.14578 2.38761  0.091
H 3.88544 -0.64016 1.39881  0.061
H 1.91632 -0.28359 -0.09500  0.146
H 0.63709 -0.73607 0.82743  0.127
H 2.27758 -3.67217 -1.73361  0.122
H 0.22185 -2.58112 1.35879  0.075
H -0.04722 -4.08715 0.51457  0.127
H 2.22948 -4.78212 0.63538  0.083
H 1.88069 -4.11396 2.20738  0.081
H 2.82311 -3.16003 1.08776  0.066
H 0.75242 0.36706 -2.70225  0.118
H 3.01199 -1.02945 -1.49701  0.106
H 2.96398 0.34186 -2.57307  0.119
H 4.31869 -1.45481 -3.50016  0.084
H 2.99758 -0.99099 -4.54665  0.089
H 2.86468 -2.49754 -3.66251  0.072
H -1.33810 -1.08753 -2.41821  0.131
H -3.01240 -1.71833 -0.60360  0.120
H -1.67617 -2.45100 0.22595  0.087
H -2.42277 -2.95729 -2.71135  0.090
H -1.25525 -3.92156 -1.81937  0.071
H -2.97412 -3.97674 -1.39699  0.086
H -3.21769 0.27205 -2.36244  0.133
H -3.02584 1.83539 -1.66664  0.106
H -2.48178 1.64225 -4.03131  0.125
H -1.17115 0.54801 -3.73538  0.105
H -1.33039 3.49273 -3.53139  0.126
H -0.49189 2.81522 -2.15073  0.085
H 1.02071 3.05715 -3.80766  0.090

Forces on atoms 1 to 6 (eV/Å):
C -0.1073 0.0489 0.1056
C 0.1211 0.1584 0.0905
C -0.3443 -0.2687 0.4257
N 0.5231 -0.1230 0.0582
C -0.2053 -0.2138 -0.2322
C -0.5382 0.2177 -0.1066



# 2
This record from the OMol25 dataset describes a 2-piece molecular cluster, C47H40BrN2OS overall at a distorted geometry. The level of theory is ωB97M-V/def2-TZVPD.

Results
HOMO-LUMO gap: 5.8 eV
LUMO level: -4.030 eV
total charge: +1

Each line ends with the Löwdin charge.
Cartesian coordinates (Å):
C -4.78716 0.83672 3.66829  -0.208
S -4.32413 -0.31205 2.32041  1.046
C -4.19069 0.72781 0.84613  -0.210
C -2.70330 -0.70429 2.72714  -0.353
C -1.76525 -0.97966 1.67384  -0.473
C -0.30062 -0.59815 1.88718  -0.164
C 0.10572 0.73709 2.00120  -0.021
C 1.45913 1.04855 2.21015  -0.109
C 2.38594 0.00287 2.33906  -0.689
Br 4.18157 0.40674 2.75234  0.755
C 1.98878 -1.33780 2.19608  -0.105
C 0.65156 -1.61877 1.91094  -0.029
O -2.10712 -1.52942 0.61609  0.021
H -5.88478 0.81222 3.72182  0.061
H -4.37673 0.48820 4.62599  0.069
H -4.43690 1.85110 3.43847  0.068
H -5.22366 0.85932 0.49823  0.067
H -3.72036 1.68584 1.09159  0.071
H -3.61029 0.16739 0.10516  0.061
H -2.38646 -0.53445 3.75083  0.086
H -0.64240 1.52486 1.90588  0.114
H 1.78364 2.08635 2.26470  0.105
H 2.71049 -2.14446 2.27455  0.099
H 0.32323 -2.64066 1.71399  0.123
C -7.01878 -5.26470 -4.41480  -0.077
C -7.62726 -4.19655 -3.74414  -0.070
C -7.73224 -4.22154 -2.35457  -0.010
C -7.25055 -5.32309 -1.64296  -0.228
N -7.44213 -5.36516 -0.22682  -0.030
C -8.56800 -6.05978 0.30060  -0.224
C -8.42551 -7.40155 0.68956  -0.009
C -9.56519 -8.17420 0.91830  -0.071
C -10.83453 -7.58493 0.85230  -0.077
C -10.95735 -6.21440 0.59720  -0.071
C -9.82300 -5.44707 0.32743  -0.020
C -6.51151 -4.72226 0.60152  -0.176
C -6.91653 -3.76006 1.53762  0.021
C -5.96097 -3.12016 2.31008  -0.028
C -4.59648 -3.51977 2.30437  -0.241
C -3.64818 -3.01469 3.25380  0.008
C -2.65546 -3.89238 3.82129  -0.209
C -1.41557 -3.38083 4.27496  -0.005
C -0.44342 -4.22076 4.79044  0.013
C -0.70795 -5.59156 4.97055  -0.184
N 0.30323 -6.45406 5.36891  0.001
C 0.02512 -7.75770 5.87059  -0.236
C 0.51880 -8.88368 5.19170  -0.003
C 0.39764 -10.14930 5.77152  -0.069
C -0.14975 -10.27474 7.05444  -0.080
C -0.71721 -9.16349 7.68950  -0.070
C -0.68706 -7.90872 7.07019  -0.022
C 1.66173 -6.04757 5.20579  -0.247
C 2.45611 -5.77723 6.32750  -0.002
C 3.77529 -5.35698 6.15243  -0.067
C 4.30651 -5.25076 4.86151  -0.077
C 3.51420 -5.53048 3.74110  -0.072
C 2.17400 -5.88018 3.91441  -0.025
C -1.99367 -6.08531 4.68991  0.010
C -2.90824 -5.27955 4.03806  -0.002
C -4.20990 -4.48000 1.33006  0.011
C -5.14303 -5.01571 0.45218  0.032
C -6.67301 -6.40479 -2.31039  -0.019
C -6.53878 -6.36990 -3.70189  -0.066
H -6.93406 -5.24265 -5.50167  0.107
H -8.01798 -3.33614 -4.28758  0.108
H -8.18904 -3.40994 -1.78566  0.116
H -7.41968 -7.82607 0.76188  0.118
H -9.45497 -9.24021 1.12913  0.109
H -11.72740 -8.19343 1.01158  0.108
H -11.93540 -5.73422 0.57872  0.108
H -9.88620 -4.37840 0.11015  0.113
H -7.97694 -3.52546 1.61497  0.120
H -6.26383 -2.34854 3.00614  0.099
H -3.97127 -2.20456 3.93031  0.103
H -1.22282 -2.31251 4.19606  0.102
H 0.52467 -3.82664 5.08920  0.124
H 0.98626 -8.74499 4.21106  0.121
H 0.75670 -11.02199 5.22494  0.109
H -0.14331 -11.24726 7.54928  0.107
H -1.18259 -9.25968 8.67091  0.108
H -1.15120 -7.03023 7.52483  0.123
H 2.01784 -5.87195 7.32272  0.124
H 4.38210 -5.11404 7.02685  0.110
H 5.34565 -4.94509 4.72512  0.108
H 3.92725 -5.47732 2.73045  0.109
H 1.51657 -6.04053 3.05942  0.124
H -2.25799 -7.09549 4.99689  0.120
H -3.86781 -5.69450 3.73908  0.123
H -3.15950 -4.77536 1.24719  0.136
H -4.84600 -5.69637 -0.34422  0.119
H -6.32836 -7.25603 -1.71849  0.117
H -6.05583 -7.20356 -4.21730  0.110

Forces on atoms 1 to 6 (eV/Å):
C -0.3136 0.1239 -0.3645
S -0.0667 0.3745 -0.0470
C -0.4507 0.2608 0.1486
C 0.9378 -0.2466 0.0027
C 0.1905 -0.3278 -0.5451
C -0.2288 -0.1430 0.0027



# 3
This record from the OMol25 dataset describes C40H65MoN2O2SeSi2 as an isolated structure at a distorted geometry. The level of theory is ωB97M-V/def2-TZVPD.

Results
HOMO-LUMO gap (alpha / beta): 6.6 / 6.8 eV
LUMO level (alpha / beta): -8.511 / -8.481 eV
total charge: +3

Each line ends with the Löwdin charge.
Cartesian coordinates (Å):
Mo -0.24007 -0.42893 0.28467  1.152
C -0.98066 6.77389 2.52613  -0.050
C -1.93660 5.79868 3.21573  -0.551
C -1.67045 5.85727 4.72909  -0.025
C -3.37960 6.24352 2.92983  -0.028
C -1.73929 4.36609 2.74165  -0.129
C -0.77768 4.00755 1.79470  -0.027
C -0.64245 2.68311 1.45218  -0.364
Se 0.67539 2.03576 0.16623  1.169
C 2.11575 1.93687 1.46482  -0.345
C 2.67802 3.12771 1.88173  -0.031
C 3.70192 3.12796 2.82184  -0.128
C 4.09607 1.89235 3.32784  0.062
C 3.53285 0.67306 2.95030  -0.077
C 2.53277 0.70988 1.96745  -0.255
O 1.96059 -0.45192 1.44062  -0.294
C 3.98055 -0.62632 3.63536  -0.455
C 4.89517 -1.49520 2.65575  -0.001
C 4.80230 -0.35048 4.90251  -0.042
C 2.78082 -1.48849 4.05069  -0.012
C 4.31279 4.44547 3.27338  -0.550
C 3.19676 5.29417 3.90587  -0.028
C 5.42326 4.25622 4.30847  -0.047
C 4.89382 5.18042 2.05593  -0.026
C -1.43768 1.66541 2.00041  -0.311
O -1.16483 0.43894 1.52366  -0.389
C -2.44390 2.00039 2.92079  -0.075
C -2.53916 3.34963 3.25807  0.043
C -3.41803 1.01972 3.57685  -0.533
C -4.85651 1.48982 3.29497  -0.029
C -3.29627 -0.42826 3.08779  -0.055
C -3.17519 1.02017 5.09406  -0.021
H -1.17176 7.78264 2.88537  0.099
H 0.05851 6.53781 2.75592  0.075
H -1.12209 6.78095 1.44569  0.091
H -1.76709 6.88288 5.08043  0.098
H -2.37563 5.24576 5.28828  0.084
H -0.66098 5.51444 4.95516  0.089
H -3.51939 7.26764 3.27070  0.098
H -3.58996 6.21152 1.86100  0.093
H -4.10807 5.62253 3.44772  0.081
H -0.15771 4.75393 1.32053  0.107
H 2.32080 4.05400 1.45463  0.111
H 4.87936 1.89348 4.06435  0.094
H 5.59460 -0.96291 1.97901  0.187
H 5.72716 -1.72919 3.36445  0.209
H 4.73720 -2.60817 2.64319  0.205
H 5.75551 0.13005 4.68502  0.100
H 4.24939 0.28136 5.59402  0.112
H 5.00423 -1.28961 5.41969  0.107
H 2.15384 -1.79121 3.21546  0.082
H 3.12371 -2.38659 4.56486  0.104
H 2.16176 -0.93252 4.75261  0.113
H 2.72612 4.75663 4.72898  0.096
H 3.61710 6.21884 4.29580  0.100
H 2.42794 5.55217 3.17877  0.067
H 5.04722 3.78123 5.21433  0.093
H 6.25087 3.67152 3.90743  0.094
H 5.81758 5.22992 4.59064  0.099
H 4.13336 5.39582 1.30733  0.081
H 5.32779 6.12592 2.37488  0.099
H 5.67691 4.58904 1.58278  0.096
H -3.29846 3.62953 3.97183  0.114
H -5.01755 1.66482 2.22915  0.082
H -5.55906 0.72898 3.63064  0.096
H -5.09298 2.40971 3.82397  0.087
H -3.54223 -0.52401 2.02764  0.061
H -2.30199 -0.83835 3.26429  0.084
H -4.00348 -1.03864 3.64682  0.099
H -3.25129 2.02042 5.51376  0.086
H -3.91943 0.39271 5.58160  0.100
H -2.18680 0.62577 5.32852  0.095
C 2.78798 -1.03455 0.38866  -0.231
Si 1.64893 -1.06122 -1.29686  0.608
C 2.82799 -0.22695 -2.53838  -0.200
C 1.63759 -2.97141 -1.44492  -0.362
C 2.76149 -3.68678 -1.85263  -0.099
C 2.77889 -5.07363 -1.80263  -0.057
C 1.66542 -5.76502 -1.34797  -0.053
C 0.53142 -5.06543 -0.96356  -0.084
C 0.50316 -3.67526 -1.01239  -0.353
Si -1.06377 -2.65983 -0.63475  0.527
C -2.30740 -3.53936 0.52353  -0.208
C -1.98660 -2.66252 -2.34429  -0.198
H 4.15844 -1.57535 1.75627  0.161
H 2.99772 -2.08222 0.63858  0.089
H 3.68376 -0.43123 0.22875  0.109
H 3.80362 -0.71136 -2.54968  0.035
H 2.97981 0.82450 -2.29125  0.024
H 2.43907 -0.27121 -3.55353  0.034
H 3.64089 -3.16047 -2.20348  0.101
H 3.66367 -5.61431 -2.10615  0.115
H 1.67848 -6.84442 -1.29517  0.117
H -0.33920 -5.60718 -0.61508  0.106
H -2.67019 -4.45867 0.06545  0.040
H -3.17893 -2.91034 0.71385  0.009
H -1.88376 -3.79961 1.49140  0.031
H -2.87331 -3.29510 -2.30551  0.031
H -1.33492 -3.07793 -3.10949  0.040
H -2.28196 -1.66719 -2.68753  -0.030
N -4.95075 -0.04036 -3.14295  0.208
C -4.46420 1.16950 -2.39767  -0.115
C -3.01142 1.02845 -1.91044  -0.225
N -2.82537 0.23554 -0.69891  0.013
H -5.90771 0.11439 -3.48155  0.186
H -4.95584 -0.88040 -2.55546  0.169
H -4.35995 -0.22848 -3.96089  0.180
H -5.13096 1.33546 -1.55033  0.140
H -4.54815 2.02382 -3.06964  0.144
H -2.63448 2.03358 -1.71066  0.132
H -2.39244 0.59912 -2.70369  0.116
H -3.20741 -0.70195 -0.78443  0.051
H -3.25916 0.68695 0.10266  0.080

Forces on atoms 1 to 6 (eV/Å):
Mo 0.4466 0.1228 -0.2366
C -0.1004 -0.1352 0.0339
C -0.0269 0.2110 0.0884
C -0.0005 -0.0312 -0.1209
C 0.1341 -0.0356 -0.0044
C -0.0140 -0.1254 -0.0163



# 4
This record from the OMol25 dataset describes an isolated ion of composition C20H41N2S2 and charge -1 at a distorted geometry. The level of theory is ωB97M-V/def2-TZVPD.

Results
HOMO-LUMO gap: 3.9 eV
LUMO level: 2.191 eV
total charge: -1

Each line ends with the Löwdin charge.
Cartesian coordinates (Å):
C 1.73592 -1.42836 2.30151  -0.149
C 2.01254 -3.05663 2.14599  -0.244
C 1.37400 -3.66500 0.73023  -0.213
C -0.27821 -3.48323 0.65704  -0.212
C -0.72008 -2.16555 -0.26643  -0.224
C -0.58826 -2.43596 -1.87803  -0.203
C -0.53276 -1.03083 -2.78368  -0.173
C 0.97938 -0.41789 -2.94015  -0.235
N 1.37766 0.59106 -1.88577  -0.211
C 0.46360 1.79528 -1.84387  -0.235
C -0.66170 1.72912 -0.60824  -0.180
C -1.95861 2.57732 -1.14250  -0.218
C -3.33114 2.37839 -0.26927  -0.220
C -3.18623 1.41662 1.05018  -0.210
C -4.61549 1.54710 1.88152  -0.226
C -5.69872 0.36470 1.54178  -0.267
C -5.66876 -0.18592 -0.00211  -0.163
C 2.80941 1.00110 -2.29091  -0.954
S 3.03718 2.09858 -3.61459  0.521
S 4.37418 0.36580 -1.48049  0.791
C 4.20796 0.21770 0.37911  -0.504
C 5.67022 0.70063 1.01511  -0.282
C 5.58357 2.31923 1.27131  -0.502
N 4.48587 2.66876 2.25439  -0.248
H 1.83181 -0.97874 1.22071  0.044
H 2.53100 -0.88037 2.96865  0.089
H 0.64239 -1.17803 2.67111  0.079
H 1.55677 -3.55499 3.10433  0.100
H 3.17603 -3.19007 2.09423  0.098
H 1.85393 -3.19456 -0.23118  0.105
H 1.57336 -4.82775 0.68767  0.099
H -0.74970 -3.37926 1.74391  0.111
H -0.74845 -4.43993 0.12293  0.105
H -0.00671 -1.29273 0.08424  0.086
H -1.82602 -1.86562 0.03568  0.101
H -1.56922 -3.00516 -2.25023  0.112
H 0.34762 -3.10282 -2.11100  0.104
H -1.34808 -0.26416 -2.43495  0.100
H -0.86410 -1.37632 -3.87730  0.113
H 1.73614 -1.33338 -2.82240  0.134
H 1.10836 -0.04033 -4.04879  0.106
H -0.14614 1.84031 -2.86642  0.116
H 1.03591 2.82700 -1.66161  0.129
H -0.14211 2.26771 0.31159  0.129
H -0.94658 0.61221 -0.40567  0.074
H -1.75234 3.72798 -1.23713  0.115
H -2.20624 2.18199 -2.24152  0.105
H -3.70440 3.45590 0.07799  0.112
H -4.17371 1.96367 -1.00342  0.098
H -2.96713 0.29573 0.78519  0.093
H -2.36574 1.89351 1.75442  0.123
H -5.11700 2.61460 1.72450  0.110
H -4.39376 1.47600 3.05098  0.109
H -5.61898 -0.58216 2.24574  0.106
H -6.79660 0.79899 1.71811  0.106
H -6.48728 -1.03203 -0.14752  0.079
H -5.93740 0.66624 -0.76087  0.069
H -4.63278 -0.64968 -0.28804  0.065
H 4.10907 -0.94759 0.61730  0.061
H 3.29049 0.77282 0.84778  0.068
H 6.00627 0.06778 1.94122  0.098
H 6.46612 0.54251 0.14065  0.078
H 6.62165 2.68352 1.73206  0.070
H 5.41467 2.82208 0.20526  0.079
H 4.32736 3.70310 2.27967  -0.118

Forces on atoms 1 to 6 (eV/Å):
C -0.0939 -0.0309 -0.9996
C -0.0800 1.0852 -0.5194
C -0.8433 -0.5303 0.7645
C -0.1672 0.1131 -0.7793
C 0.4793 -0.1914 0.8547
C -0.9032 0.6553 0.0619



- Among the records above, which one has the lowest total charge?
  C20H41N2S2



- What is the total charge in the first record?
  +1